1.
Here is 15 unconnected molecules or ions with the total composition C45H105N15O15 from the OMol25 dataset. Energies are from ωB97M-V/def2-TZVPD.

Element x y z (Å)
C -12.126 -12.463 8.427
C -10.784 -12.096 9.007
O -10.208 -11.063 8.613
N -10.219 -12.880 9.935
C -8.995 -12.559 10.574
H -12.009 -12.877 7.426
H -12.710 -11.588 8.141
H -12.735 -13.146 9.020
H -10.782 -13.541 10.451
H -8.452 -11.769 10.055
H -8.349 -13.437 10.570
H -9.219 -12.274 11.602
C -9.810 -9.068 26.584
C -8.454 -9.120 25.871
O -7.575 -8.459 26.430
N -8.238 -9.836 24.766
C -7.057 -9.852 23.934
H -10.365 -9.963 26.304
H -10.512 -8.234 26.586
H -9.803 -9.176 27.669
H -8.938 -10.534 24.558
H -7.185 -10.590 23.141
H -6.137 -10.089 24.468
H -6.956 -8.920 23.378
C -4.794 -12.986 13.905
C -5.858 -11.959 13.476
O -6.707 -12.206 12.677
N -5.776 -10.766 14.085
C -6.940 -9.850 14.103
H -4.638 -12.902 14.980
H -3.900 -12.715 13.342
H -5.141 -13.951 13.535
H -4.974 -10.591 14.673
H -6.917 -9.340 15.066
H -7.899 -10.352 13.980
H -6.758 -9.207 13.242
C -3.818 -7.591 16.225
C -4.164 -9.002 16.623
O -3.846 -9.937 15.841
N -4.936 -9.076 17.741
C -5.381 -10.338 18.359
H -4.473 -6.806 16.603
H -4.011 -7.511 15.155
H -2.805 -7.211 16.362
H -5.184 -8.221 18.217
H -5.460 -10.195 19.437
H -4.860 -11.240 18.039
H -6.414 -10.477 18.040
C -6.467 -15.654 25.754
C -6.722 -16.825 26.677
O -7.878 -17.175 26.874
N -5.635 -17.453 27.114
C -5.616 -18.578 28.157
H -6.042 -14.790 26.266
H -7.410 -15.209 25.434
H -5.794 -16.007 24.974
H -4.823 -16.864 26.997
H -6.144 -19.473 27.827
H -5.867 -18.296 29.180
H -4.589 -18.904 28.323
C -7.528 -13.941 16.692
C -6.241 -13.798 17.431
O -5.164 -14.082 16.996
N -6.336 -13.320 18.742
C -5.297 -13.437 19.717
H -7.406 -14.648 15.872
H -7.871 -12.998 16.268
H -8.308 -14.251 17.388
H -7.231 -12.975 19.057
H -4.621 -12.584 19.649
H -4.643 -14.272 19.466
H -5.617 -13.653 20.736
C -8.723 -8.243 19.311
C -8.428 -8.341 17.770
O -8.607 -9.333 17.082
N -7.894 -7.260 17.215
C -7.742 -5.890 17.750
H -8.922 -7.198 19.551
H -7.944 -8.562 20.003
H -9.708 -8.643 19.552
H -7.695 -7.287 16.225
H -6.971 -5.554 18.444
H -8.717 -5.643 18.172
H -7.783 -5.131 16.969
C -3.039 -11.816 23.538
C -3.174 -10.420 22.875
O -3.891 -9.529 23.358
N -2.800 -10.332 21.624
C -2.967 -9.145 20.758
H -3.239 -11.668 24.599
H -1.987 -12.071 23.407
H -3.749 -12.546 23.151
H -2.527 -11.180 21.149
H -2.326 -9.082 19.879
H -2.651 -8.260 21.310
H -4.016 -9.046 20.479
C -11.519 -10.647 13.218
C -12.588 -9.733 12.658
O -13.046 -8.758 13.149
N -13.001 -10.137 11.471
C -14.019 -9.482 10.712
H -11.293 -11.427 12.491
H -11.887 -11.101 14.138
H -10.628 -10.049 13.411
H -12.658 -11.011 11.098
H -13.729 -9.257 9.686
H -14.400 -8.582 11.196
H -14.800 -10.243 10.734
C -1.747 -13.249 17.731
C -1.519 -13.481 19.253
O -1.703 -12.570 20.084
N -1.198 -14.649 19.769
C -1.016 -15.129 21.139
H -0.789 -13.365 17.225
H -2.114 -12.279 17.397
H -2.413 -14.022 17.349
H -0.895 -15.376 19.136
H -1.972 -15.117 21.662
H -0.365 -14.526 21.773
H -0.666 -16.141 20.936
C -9.658 -16.315 19.334
C -10.778 -16.137 18.417
O -10.776 -15.193 17.624
N -11.736 -17.076 18.361
C -12.926 -17.098 17.534
H -9.188 -15.354 19.542
H -8.931 -16.924 18.797
H -10.056 -16.798 20.226
H -11.488 -17.852 18.958
H -13.793 -17.038 18.192
H -13.052 -17.937 16.849
H -12.932 -16.252 16.847
C -10.754 -12.558 20.550
C -9.613 -12.087 19.633
O -8.465 -12.202 20.056
N -9.871 -11.592 18.433
C -11.060 -11.360 17.756
H -11.549 -11.812 20.571
H -10.540 -12.610 21.617
H -11.202 -13.507 20.256
H -9.083 -11.228 17.917
H -10.881 -11.740 16.750
H -11.301 -10.306 17.615
H -11.905 -11.951 18.108
C -8.244 -18.346 22.381
C -6.770 -18.340 22.448
O -6.088 -18.930 23.274
N -6.221 -17.401 21.658
C -4.868 -16.955 21.679
H -8.552 -17.851 23.302
H -8.646 -19.354 22.281
H -8.718 -17.855 21.531
H -6.767 -16.855 21.007
H -4.654 -15.894 21.808
H -4.448 -17.250 20.717
H -4.269 -17.416 22.464
C -13.603 -15.849 11.598
C -12.515 -14.937 11.903
O -12.597 -13.763 11.575
N -11.585 -15.265 12.736
C -10.547 -14.438 13.297
H -14.191 -15.402 10.797
H -14.259 -15.841 12.468
H -13.281 -16.863 11.358
H -11.626 -16.261 12.894
H -9.533 -14.684 12.983
H -10.586 -14.670 14.362
H -10.772 -13.373 13.342
C -10.012 -19.240 15.049
C -8.680 -18.978 15.732
O -8.522 -18.887 16.951
N -7.644 -18.919 14.925
C -6.271 -18.684 15.324
H -9.994 -20.074 14.346
H -10.202 -18.492 14.279
H -10.865 -19.459 15.691
H -7.721 -19.321 14.002
H -5.607 -19.396 14.833
H -6.058 -18.532 16.382
H -5.968 -17.761 14.829

Summary:
HOMO level = -0.3225 hartree
molecular weight = 1096.425 g/mol
E_LUMO = -0.0026 hartree
gap between HOMO and LUMO = 8.71 eV

---

2.
Here is 15 unconnected molecules or ions with the total composition C45H105N15O15 from the OMol25 dataset. Energies are from ωB97M-V/def2-TZVPD.

Element x y z (Å)
C 22.820 -16.965 9.484
C 23.999 -16.147 10.013
O 24.973 -16.669 10.534
N 23.941 -14.773 9.920
C 22.920 -13.993 9.244
H 22.197 -16.438 8.762
H 22.250 -17.421 10.294
H 23.256 -17.770 8.892
H 24.701 -14.256 10.338
H 22.809 -14.227 8.185
H 23.129 -12.927 9.332
H 21.972 -14.212 9.735
C 24.842 -6.976 14.897
C 23.437 -7.610 14.957
O 22.989 -8.209 14.018
N 22.809 -7.563 16.132
C 21.527 -8.294 16.316
H 25.501 -7.790 14.596
H 25.113 -6.507 15.843
H 24.859 -6.278 14.060
H 23.288 -7.141 16.914
H 20.858 -8.153 15.467
H 21.120 -7.903 17.248
H 21.710 -9.342 16.553
C 26.179 -3.974 6.930
C 25.269 -5.156 6.716
O 25.159 -5.682 5.667
N 24.733 -5.582 7.857
C 24.063 -6.866 8.007
H 25.741 -3.138 7.474
H 26.526 -3.632 5.955
H 27.037 -4.293 7.521
H 24.966 -5.161 8.745
H 23.140 -6.942 7.431
H 23.880 -6.942 9.079
H 24.746 -7.685 7.779
C 25.301 -8.523 11.354
C 26.060 -9.278 10.283
O 27.219 -8.955 10.052
N 25.403 -10.319 9.694
C 25.987 -11.109 8.669
H 25.084 -9.210 12.172
H 24.325 -8.173 11.018
H 25.814 -7.625 11.700
H 24.395 -10.276 9.739
H 26.607 -11.917 9.057
H 26.598 -10.484 8.019
H 25.178 -11.601 8.129
C 24.390 -14.886 14.080
C 23.491 -13.721 13.798
O 22.364 -13.554 14.334
N 23.961 -12.812 12.936
C 23.215 -11.630 12.563
H 24.089 -15.301 15.042
H 25.447 -14.628 14.149
H 24.303 -15.667 13.325
H 24.726 -13.024 12.312
H 23.647 -11.165 11.676
H 23.102 -10.954 13.410
H 22.179 -11.869 12.324
C 27.138 -4.093 12.167
C 26.887 -4.978 11.000
O 25.730 -5.202 10.610
N 27.965 -5.386 10.407
C 28.070 -6.198 9.182
H 27.477 -3.133 11.777
H 27.940 -4.527 12.764
H 26.302 -3.887 12.835
H 28.833 -5.268 10.910
H 27.063 -6.585 9.030
H 28.729 -7.058 9.297
H 28.375 -5.578 8.338
C 29.590 -14.450 4.584
C 28.680 -14.007 5.655
O 28.289 -12.822 5.623
N 28.323 -14.862 6.637
C 27.609 -14.519 7.868
H 29.048 -14.334 3.646
H 29.823 -15.509 4.701
H 30.525 -13.890 4.552
H 28.557 -15.844 6.636
H 26.905 -15.308 8.133
H 27.064 -13.608 7.625
H 28.290 -14.389 8.710
C 28.640 -12.880 11.395
C 27.364 -13.687 11.326
O 26.275 -13.114 11.184
N 27.275 -15.027 11.288
C 28.379 -15.975 11.186
H 29.024 -13.037 12.403
H 28.431 -11.815 11.304
H 29.352 -13.208 10.638
H 26.402 -15.453 11.012
H 28.099 -16.885 11.717
H 29.240 -15.490 11.647
H 28.673 -16.074 10.141
C 25.850 -10.862 15.231
C 25.402 -11.500 16.456
O 26.044 -11.324 17.469
N 24.259 -12.137 16.376
C 23.573 -12.825 17.463
H 25.062 -10.297 14.732
H 26.278 -11.570 14.520
H 26.610 -10.081 15.246
H 23.736 -12.154 15.513
H 22.816 -12.208 17.946
H 24.335 -13.119 18.185
H 23.150 -13.732 17.032
C 31.143 -7.416 14.472
C 30.233 -8.620 14.818
O 30.500 -9.346 15.780
N 29.170 -8.862 14.102
C 28.699 -8.127 12.891
H 31.229 -7.363 13.386
H 32.117 -7.560 14.938
H 30.726 -6.509 14.911
H 28.715 -9.740 14.308
H 28.934 -7.063 12.903
H 27.615 -8.235 12.871
H 29.256 -8.533 12.046
C 23.488 -8.372 3.492
C 23.595 -9.539 4.439
O 23.077 -9.610 5.561
N 24.307 -10.554 3.948
C 24.576 -11.710 4.771
H 22.521 -7.869 3.475
H 23.659 -8.684 2.462
H 24.190 -7.576 3.741
H 24.686 -10.490 3.014
H 25.077 -12.470 4.172
H 23.646 -12.155 5.124
H 25.252 -11.474 5.594
C 20.745 -10.943 9.657
C 21.865 -10.639 8.735
O 22.768 -9.887 9.058
N 21.858 -11.174 7.492
C 20.895 -12.192 7.017
H 20.694 -10.158 10.412
H 20.895 -11.847 10.248
H 19.743 -10.879 9.233
H 22.610 -10.806 6.925
H 21.308 -12.608 6.098
H 20.016 -11.618 6.725
H 20.615 -13.010 7.681
C 28.693 -5.577 4.766
C 28.585 -6.973 5.268
O 29.617 -7.588 5.500
N 27.357 -7.488 5.480
C 27.092 -8.790 5.892
H 27.725 -5.146 4.509
H 29.298 -5.685 3.866
H 29.244 -4.946 5.464
H 26.628 -6.799 5.599
H 26.983 -9.459 5.039
H 26.137 -8.837 6.415
H 27.822 -9.132 6.626
C 18.728 -4.474 10.600
C 20.173 -4.983 10.401
O 20.497 -5.624 9.390
N 21.001 -4.900 11.452
C 22.322 -5.424 11.513
H 18.546 -3.918 11.520
H 17.965 -5.249 10.532
H 18.434 -3.788 9.805
H 20.665 -4.548 12.338
H 22.736 -5.756 12.465
H 22.984 -4.703 11.033
H 22.317 -6.355 10.946
C 29.517 -11.047 8.424
C 30.972 -11.235 8.799
O 31.362 -12.394 9.016
N 31.772 -10.221 9.061
C 31.565 -8.828 8.780
H 29.260 -11.741 7.624
H 29.250 -10.046 8.085
H 28.929 -11.274 9.313
H 32.741 -10.492 9.155
H 30.977 -8.297 9.529
H 31.144 -8.610 7.799
H 32.550 -8.362 8.814

Summary:
HOMO level = -0.3303 hartree
molecular weight = 1096.425 g/mol
E_LUMO = 0.0123 hartree
gap between HOMO and LUMO = 9.32 eV

---

Short version: 2 is the most stable of them.

---

1.
Here is a gas-phase ion, C2H7N2O2 (charge +1) from the OMol25 dataset. Energies are from ωB97M-V/def2-TZVPD.

Element x y z (Å)
C -1.377 -0.185 1.394
O -0.912 -0.419 0.055
N 0.104 -1.248 -0.167
N 1.310 -0.694 -0.983
C 1.141 0.381 -1.915
O 2.243 -1.438 -0.999
H -0.918 0.803 1.797
H -0.937 -1.043 1.970
H -2.538 -0.279 1.295
H 0.559 -1.958 0.568
H 0.254 0.157 -2.596
H 1.916 0.448 -2.690
H 1.231 1.406 -1.564

Summary:
HOMO level (alpha / beta) = -0.5473 / -0.5473 hartree
charge = +1
SMILES = CON[N+](C)=O
molecular weight = 91.090 g/mol
E_LUMO (alpha / beta) = -0.2438 / -0.2438 hartree
gap between HOMO and LUMO (alpha / beta) = 8.26 / 8.26 eV

---

2.
Here is 2 unconnected molecules or ions with the total composition C2H7N2O2 from the OMol25 dataset. Energies are from ωB97M-V/def2-TZVPD.

Element x y z (Å)
C 1.348 0.405 -0.088
C -0.566 0.104 -1.718
N 0.476 -0.179 -0.583
N -1.832 -0.220 -1.352
O -0.003 -0.546 3.005
O 2.120 1.258 0.332
H -0.050 -0.647 -2.515
H -0.491 1.137 -2.086
H -0.493 -0.804 3.778
H -1.901 -1.140 -1.575
H 0.720 -1.078 3.065
H -2.395 0.257 -0.759
H 3.068 1.452 0.496

Summary:
HOMO level = -0.5355 hartree
charge = +1
molecular weight = 91.090 g/mol
E_LUMO = -0.1585 hartree
gap between HOMO and LUMO = 10.26 eV

---

Short version: 2 is the most stable of them.

---

1.
Here is 2 unconnected molecules or ions with the total composition C2H7N2O2 from the OMol25 dataset. Energies are from ωB97M-V/def2-TZVPD.

Element x y z (Å)
C 0.051 -1.423 -0.361
C -0.455 -0.066 -0.020
N -2.785 0.333 0.571
N -1.679 0.142 0.210
O -3.729 0.376 -0.351
O 1.733 1.605 0.260
H -0.727 -2.021 -0.832
H 0.842 -1.142 -1.170
H 0.542 -1.938 0.405
H 1.941 2.094 1.053
H 0.308 0.739 0.047
H -4.581 0.840 0.029
H 1.994 2.367 -0.342

Summary:
HOMO level = -0.5778 hartree
charge = +1
molecular weight = 91.090 g/mol
E_LUMO = -0.1811 hartree
gap between HOMO and LUMO = 10.79 eV

---

2.
Here is a molecular structure, C2H7N2O2 from the OMol25 dataset. Energies are from ωB97M-V/def2-TZVPD.

Element x y z (Å)
C -2.356 -0.849 -0.389
C -1.161 -0.766 0.422
N 1.284 -0.870 0.159
N 0.031 -0.801 0.039
O 1.934 -1.890 0.093
O 3.179 1.108 -0.091
H -3.054 -0.254 0.189
H -2.112 -0.495 -1.377
H -2.555 -1.893 -0.493
H 3.260 1.226 0.868
H -1.290 -0.916 1.492
H 2.125 0.136 -0.035
H 3.990 0.623 -0.413

Summary:
HOMO level = -0.5644 hartree
charge = +1
molecular weight = 91.090 g/mol
E_LUMO = -0.1750 hartree
gap between HOMO and LUMO = 10.60 eV

---

Short version: 1 is the most stable of them.

---

1.
Here is 2 unconnected molecules or ions with the total composition C4H11N2S from the OMol25 dataset. Energies are from ωB97M-V/def2-TZVPD.

Element x y z (Å)
C -1.863 -0.721 2.290
C 0.562 -1.251 2.169
N -0.467 -0.671 2.743
H -2.364 0.248 2.557
H -2.385 -1.534 2.821
H -1.977 -0.847 1.191
H 1.487 -1.062 2.733
H 0.428 -1.912 1.275
C 1.278 1.085 -1.813
C 0.142 0.739 -0.851
S -0.305 -1.006 -0.973
N 0.989 0.799 -3.214
H 2.173 0.519 -1.477
H 1.563 2.155 -1.702
H -0.719 1.390 -1.124
H 0.471 0.949 0.202
H 0.135 1.319 -3.510
H 0.851 -0.201 -3.318

Summary:
HOMO level = -0.0960 hartree
charge = -1
molecular weight = 119.213 g/mol
E_LUMO = 0.1463 hartree
gap between HOMO and LUMO = 6.59 eV

---

2.
Here is a gas-phase ion, C4H11N2S (charge -1) from the OMol25 dataset. Energies are from ωB97M-V/def2-TZVPD.

Element x y z (Å)
N -1.269 -1.002 1.027
C -0.261 -0.208 1.743
N -0.163 1.166 1.170
C 0.725 1.348 0.071
C 0.087 0.650 -1.172
C 0.556 -0.750 -1.481
S -0.797 -1.831 -2.093
H -0.996 -1.235 0.082
H -1.276 -1.975 1.430
H 0.670 -0.723 1.462
H -0.492 -0.301 2.806
H -1.113 1.488 0.775
H 1.786 1.008 0.019
H 0.796 2.457 -0.073
H -1.007 0.671 -0.922
H 0.217 1.349 -1.985
H 1.087 -1.279 -0.667
H 1.448 -0.834 -2.193

Summary:
HOMO level = -0.0935 hartree
charge = -1
SMILES = NCNCCC[S-]
molecular weight = 119.213 g/mol
E_LUMO = 0.1465 hartree
gap between HOMO and LUMO = 6.53 eV

---

3.
Here is 2 unconnected molecules or ions with the total composition C4H11N2S from the OMol25 dataset. Energies are from ωB97M-V/def2-TZVPD.

Element x y z (Å)
N 0.416 0.989 -3.270
C -0.068 0.218 -2.337
C -0.493 1.764 1.218
S -0.517 0.383 2.440
C 0.586 -0.384 -1.154
N -0.236 -1.250 -0.380
C 0.597 -2.134 0.432
H 0.584 1.917 -2.878
H -0.870 1.313 0.280
H -0.999 -0.317 -2.584
H 0.480 2.121 0.871
H -1.270 2.507 1.399
H 1.575 -0.085 -0.816
H 0.770 -1.017 -2.122
H -0.684 -0.648 0.342
H 1.518 -1.639 0.777
H 0.974 -2.998 -0.116
H 0.080 -2.505 1.306

Summary:
HOMO level = -0.1019 hartree
charge = -1
molecular weight = 119.213 g/mol
E_LUMO = 0.1416 hartree
gap between HOMO and LUMO = 6.62 eV

---

Short version: 1 is the most stable of them.